51
Properties=species:S:1:pos:R:3 method="wB97M-V/def2-TZVPD" total_energy_ev=-63470.859 spin_multiplicity=4 s2=3.75 e_homo_ev="-8.37 / -8.38"
Nd -0.4446 -0.0463 -0.2861
O 2.1728 -0.2954 0.5526
C 2.7169 -1.5823 0.2405
C 2.5715 -1.9142 -1.2335
N 1.1844 -1.8575 -1.6867
C 0.4064 -3.0975 -1.4823
C -0.8082 -2.5199 -0.7661
O -1.5645 -1.7792 -1.4574
O -0.7314 -2.3400 0.4803
C 1.0411 -1.2114 -2.9904
C 1.2438 0.3245 -2.9347
O 1.5447 0.9076 -3.9480
O 1.0145 0.8660 -1.7676
H 2.4888 0.3461 -0.1045
H 2.1773 -2.2914 0.8702
H 3.7749 -1.6158 0.5169
H 3.0235 -2.8928 -1.4396
H 3.1471 -1.1863 -1.8121
H 0.9483 -3.7645 -0.8148
H 0.1687 -3.6083 -2.4163
H 0.0294 -1.3926 -3.3592
H 1.7361 -1.6178 -3.7341
C -1.6703 0.9727 3.5629
P -0.2731 0.0836 2.8090
C 1.1683 0.8829 3.5900
C -0.3564 -1.5393 3.6318
H -1.6203 0.9497 4.6533
H -2.6093 0.5270 3.2332
H -1.6789 2.0068 3.2176
H 1.0677 0.9179 4.6767
H 1.2707 1.9029 3.2187
H 2.0787 0.3433 3.3310
H -0.4448 -1.4318 4.7148
H 0.5374 -2.1210 3.4057
H -1.2128 -2.0928 3.2493
F -9.3094 4.4098 -0.4875
C -8.2283 5.1332 -0.1554
F -8.1629 6.1635 -1.0236
F -8.4765 5.6769 1.0556
C -6.9670 4.3259 -0.1524
C -6.9799 2.9721 -0.4480
C -5.7991 2.2484 -0.4232
C -4.5930 2.8714 -0.1031
C -4.5946 4.2423 0.1860
C -5.7707 4.9628 0.1606
C -3.3744 2.1261 -0.0349
C -2.3112 1.5317 0.0438
H -7.9101 2.4779 -0.6908
H -5.8052 1.1899 -0.6434
H -3.6600 4.7257 0.4344
H -5.7600 6.0204 0.3905

67
Properties=species:S:1:pos:R:3 method="wB97M-V/def2-TZVPD" total_energy_ev=-122409.739 charge=+1 e_homo_ev=-12.21
C 4.3384 2.1181 1.4297
O 3.4201 3.2116 1.1424
B 3.3143 3.3386 -0.2082
O 4.4194 3.7823 -0.9415
C 1.9899 3.0120 -1.0766
N 1.7686 3.6961 -2.1949
N 0.8011 3.6388 -3.0582
C -0.1141 2.7424 -2.8466
C -0.0255 1.8792 -1.7081
N -1.0493 0.8965 -1.5644
C -0.5327 -0.2028 -1.8109
O 0.0243 -1.2113 -1.9095
C 1.0203 1.9881 -0.7519
P 1.1475 0.9130 0.7723
S -0.5035 0.1100 1.3521
H 5.3382 2.3071 1.0066
H 4.4294 1.9669 2.5155
H 3.9879 1.1567 1.0119
H 4.6154 3.0628 -1.5668
H 2.4888 4.3907 -2.4111
H -0.9504 2.6526 -3.5463
H 1.6387 1.7151 1.8354
H 2.1871 -0.0274 0.5109
C -2.3772 0.5263 5.6993
C -1.5094 0.4120 6.9349
O -0.5879 -0.6406 6.6344
S -0.2682 -0.6383 5.0584
O 0.9520 0.0676 4.8486
O -0.4961 -1.9410 4.5486
O -1.4833 0.3158 4.6001
H -3.1390 -0.2558 5.6745
H -2.8559 1.4997 5.6191
H -2.0834 0.1756 7.8272
H -0.9363 1.3269 7.1039
C -0.8072 -3.8101 -3.0448
C -1.2260 -5.0043 -2.2108
O -1.8846 -5.8766 -3.1330
S -1.2091 -5.7260 -4.5874
O -0.2634 -6.7663 -4.7588
O -2.2319 -5.4626 -5.5304
O -0.4026 -4.3568 -4.3004
H -1.6501 -3.1354 -3.2216
H 0.0069 -3.2608 -2.5936
H -1.8929 -4.7321 -1.3962
H -0.3574 -5.5300 -1.8071
C -2.0547 -7.1091 4.7428
C -0.8910 -6.5857 5.5591
O -0.3213 -5.5472 4.7549
S -1.4856 -4.8285 3.9079
O -1.8764 -3.6495 4.5860
O -1.1055 -4.8244 2.5394
O -2.6246 -5.9500 4.1278
H -1.7143 -7.7829 3.9533
H -2.7955 -7.6168 5.3561
H -0.1523 -7.3545 5.7714
H -1.2313 -6.1404 6.4970
C 0.7380 5.8473 -6.0544
C -0.4394 6.0125 -5.1139
O -0.7809 7.3938 -5.1943
S -0.4683 7.9353 -6.6845
O -1.6692 7.9126 -7.4324
O 0.3440 9.0880 -6.5774
O 0.4467 6.6935 -7.1632
H 1.6663 6.1957 -5.5927
H 0.8635 4.8181 -6.3850
H -0.1974 5.7385 -4.0916
H -1.3013 5.4296 -5.4526

96
Properties=species:S:1:pos:R:3 method="wB97M-V/def2-TZVPD" total_energy_ev=-120115.381 charge=-1 e_homo_ev=-4.92
C 5.2355 -1.2939 1.5001
C 4.4384 -0.2128 1.2789
C 3.7584 0.0174 -0.0503
C 2.5201 0.9362 0.0979
O 3.0201 2.2436 0.3647
C 2.9507 3.1563 -0.7166
C 3.8170 2.8364 -1.9254
C 3.5746 3.8086 -3.0711
O 1.6533 0.8259 -0.9677
B 0.2970 1.1887 -0.4549
Br -1.2232 0.1047 -1.3444
O 0.3967 1.1111 0.9973
C 1.6304 0.4413 1.2621
C 1.4083 -1.0666 1.2229
C 0.1258 -1.5176 1.9225
C 0.1024 -3.0505 1.9976
C 0.9563 -3.6010 3.1427
C 1.2027 -5.1075 3.0460
C 2.5599 -5.4971 2.3968
O 3.3185 -4.3998 1.9248
C 3.4031 -4.2875 0.5168
H 5.0131 -2.0202 2.2792
H 6.0909 -1.4902 0.8553
H 4.3190 0.5671 2.0279
H 3.5176 -0.9269 -0.5280
H 4.4827 0.5237 -0.7040
H 1.9129 3.3234 -1.0132
H 3.3131 4.1066 -0.3086
H 4.8706 2.8103 -1.6278
H 3.5976 1.8299 -2.2826
H 3.7638 4.8487 -2.7983
H 4.2625 3.5736 -3.8881
H 2.5698 3.6978 -3.4780
H 0.0633 2.3615 -0.7464
H 1.9237 0.8032 2.2500
H 2.2500 -1.5450 1.7402
H 1.4170 -1.4605 0.2051
H 0.0355 -1.0757 2.9181
H -0.7002 -1.2001 1.2878
H -0.9130 -3.4478 2.0345
H 0.5847 -3.3883 1.0723
H 0.4004 -3.4111 4.0686
H 1.8807 -3.0377 3.2451
H 1.2100 -5.5151 4.0592
H 0.3952 -5.6050 2.5055
H 2.3908 -6.2128 1.5854
H 3.1842 -6.0229 3.1244
H 2.5077 -3.8043 0.1164
H 4.2619 -3.6548 0.2959
H 3.5676 -5.2606 0.0433
C -2.9527 -6.9255 -2.7266
O -3.5248 -6.6836 -1.4639
C -2.5359 -6.4921 -0.4666
C -3.1494 -5.9255 0.7942
O -3.3329 -4.5232 0.7523
C -4.4220 -4.0395 -0.0161
C -5.7639 -4.2107 0.6577
O -6.2628 -5.5265 0.4665
C -7.3545 -5.7985 1.3082
H -2.3072 -7.8129 -2.7071
H -3.7656 -7.0968 -3.4300
H -2.3670 -6.0636 -3.0661
H -1.7624 -5.8038 -0.8293
H -2.0731 -7.4642 -0.2396
H -2.4402 -6.0928 1.6086
H -4.0780 -6.4454 1.0449
H -4.4294 -4.4784 -1.0163
H -4.2363 -2.9693 -0.1220
H -6.4785 -3.4980 0.2226
H -5.6598 -4.0024 1.7301
H -7.0600 -5.7560 2.3642
H -7.7045 -6.8045 1.0822
H -8.1757 -5.0908 1.1377
C -1.8975 5.2693 0.7590
O -1.3113 6.4276 0.1940
C 0.0931 6.4282 0.3741
C 0.7405 7.4797 -0.4978
O 0.9388 7.0632 -1.8409
C -0.2079 7.0473 -2.6728
C -0.6312 8.4178 -3.1533
O -1.4038 9.0851 -2.1693
C -1.5675 10.4477 -2.4666
H -1.6819 5.2035 1.8320
H -2.9744 5.3460 0.6186
H -1.5365 4.3608 0.2661
H 0.5012 5.4420 0.1204
H 0.3144 6.6459 1.4297
H 1.7451 7.6624 -0.1100
H 0.1836 8.4192 -0.4492
H -1.0402 6.5288 -2.1920
H 0.0872 6.4676 -3.5499
H -1.2412 8.3079 -4.0619
H 0.2619 9.0103 -3.3920
H -0.6025 10.9702 -2.4725
H -2.1966 10.8823 -1.6916
H -2.0559 10.5882 -3.4397

12
Properties=species:S:1:pos:R:3 method="wB97M-V/def2-TZVPD" total_energy_ev=-9808.968 e_above_lowest_kj_mol=515.86 e_homo_ev=-9.17
C -0.5140 -1.9531 -0.7479
O -0.2697 -0.6444 -1.2434
C -0.0626 0.2642 -0.3048
C 0.4572 1.5626 -0.6843
C 0.3805 2.1526 0.5830
O 0.0411 1.3070 1.5316
N -0.1791 0.0425 0.9854
H 0.3952 -2.3378 -0.2770
H -1.3227 -1.9263 -0.0136
H -0.7900 -2.5557 -1.6109
H 1.3774 0.8686 -0.6085
H 0.4635 3.1809 0.9317

126
Properties=species:S:1:pos:R:3 method="wB97M-V/def2-TZVPD" total_energy_ev=-95589.215 e_homo_ev=-9.86
O -2.5693 -5.9872 0.8547
S -3.5128 -5.1603 0.1201
O -3.9905 -5.4931 -1.2509
C -4.9779 -4.6826 1.2482
C -5.2888 -3.2371 0.9319
C -3.8935 -2.5799 0.7755
C -2.9251 -3.4883 0.0001
H -4.6923 -4.9139 2.2625
H -5.7928 -5.3577 1.0658
H -5.8335 -3.1752 0.0107
H -5.9425 -2.7221 1.6398
H -3.4287 -2.3133 1.7242
H -4.0526 -1.6538 0.2116
H -1.9166 -3.4788 0.4237
H -2.9091 -3.2701 -1.0477
O 4.4406 0.4798 -2.2531
S 4.6501 -0.5220 -3.2889
O 4.5720 -0.2213 -4.7055
C 6.3078 -1.3308 -2.9631
C 5.9315 -2.7086 -2.3852
C 4.6007 -3.1422 -3.0278
C 3.6500 -2.0223 -2.9527
H 6.8695 -0.6561 -2.3104
H 6.8173 -1.3112 -3.9360
H 6.7123 -3.4618 -2.5992
H 5.7587 -2.6386 -1.3126
H 4.2101 -4.0257 -2.4563
H 4.7605 -3.6040 -4.0184
H 3.2524 -1.8516 -1.9305
H 2.8269 -2.0797 -3.6640
O 0.7163 -0.9278 -1.8766
S -0.2608 0.0601 -1.4063
O -1.0808 0.8122 -2.3709
C -1.3238 -0.6066 -0.0991
C -0.8867 0.0924 1.1729
C -0.2898 1.4915 0.8294
C 0.6383 1.2463 -0.3507
H -1.1893 -1.6762 -0.0397
H -2.3482 -0.4256 -0.3503
H -1.6998 0.1841 1.8941
H -0.1551 -0.4896 1.7275
H 0.0770 2.0735 1.6862
H -1.1280 2.1159 0.4492
H 1.6409 0.8463 -0.1342
H 0.9139 2.1258 -0.9473
C 2.7670 2.0755 3.5264
C 3.2179 1.0984 2.4951
O 2.3445 -0.0944 2.4065
H 1.6927 2.2129 3.5030
H 3.1598 3.0863 3.3072
H 3.0278 1.7496 4.5357
H 4.2611 0.7807 2.5574
H 3.0338 1.6182 1.5428
H 2.2699 -0.5146 3.2789
C -4.0676 2.5203 1.3965
C -5.4963 2.7138 1.7688
O -6.3249 3.0764 0.6427
H -3.5189 2.1615 2.2591
H -3.5232 3.4178 1.0358
H -3.9956 1.8377 0.5547
H -5.6481 3.4704 2.5439
H -5.9189 1.7688 2.0982
H -6.1783 4.0070 0.4066
C -1.1735 -2.5949 -5.7762
C 0.2518 -2.2915 -6.0891
O 1.0650 -1.9028 -4.9867
H -1.2244 -3.3122 -4.9608
H -1.8251 -2.9473 -6.5463
H -1.6569 -1.7139 -5.3459
H 0.3401 -1.4758 -6.8410
H 0.7832 -3.1550 -6.5155
H 0.6637 -1.1362 -4.5308
C 1.7673 2.2915 -4.5412
C 2.4810 3.1852 -3.5577
O 2.6442 2.6977 -2.2483
H 2.3106 1.3051 -4.5131
H 1.8071 2.6321 -5.5896
H 0.6927 2.1255 -4.3407
H 1.9110 4.0951 -3.4089
H 3.4641 3.5064 -3.9404
H 3.1879 1.9118 -2.2594
C 0.0592 -4.5712 -2.0818
C 0.6936 -4.5412 -0.7079
O 0.4937 -3.2825 -0.0926
H 0.5153 -3.8223 -2.7150
H -1.0309 -4.3790 -1.9729
H 0.0597 -5.5554 -2.6323
H 1.7471 -4.7942 -0.8302
H 0.1851 -5.2554 -0.0258
H 0.9106 -2.6338 -0.6932
C 2.3241 5.2534 1.0323
C 0.8855 4.8292 1.1803
O 0.5462 4.5475 2.5193
H 2.6097 6.0579 1.7152
H 2.3910 5.6522 0.0395
H 2.9936 4.3827 1.1999
H 0.7503 3.8907 0.6524
H 0.2269 5.5655 0.7308
H 0.8026 5.3213 3.0325
C -0.5041 2.3521 5.3474
C 0.2415 1.2720 6.0922
O -0.5226 0.2121 6.5541
H -1.3758 2.6617 5.9784
H -0.8082 1.9404 4.3760
H 0.1729 3.1725 5.1485
H 0.7200 1.6936 6.9820
H 1.0523 0.8832 5.4928
H -1.0265 0.4148 7.3651
C -1.5644 4.5601 -1.5453
C -2.0274 5.4922 -0.4547
O -1.4183 6.8240 -0.4237
H -0.5236 4.2460 -1.3685
H -1.7314 4.8280 -2.5870
H -2.1133 3.6311 -1.4735
H -1.7767 5.0551 0.5258
H -3.1140 5.6198 -0.4868
H -1.6325 7.1718 -1.2976
C -0.4918 -2.4031 4.5647
C -0.6038 -3.4765 3.5052
O -0.6596 -4.7478 4.1909
H 0.4445 -2.4829 5.1540
H -1.2667 -2.5747 5.3556
H -0.6016 -1.3786 4.1917
H 0.3467 -3.4694 2.9499
H -1.4239 -3.2942 2.8163
H -0.8062 -5.3888 3.4778